Formula: C87H179N9O43
Source: OMol25
Level of theory: the ωB97M-V functional and the def2-TZVPD basis

Output
HOMO energy ... -0.279 Eh
Frontier orbital gap ... 7.66 eV
Net charge ... 0
E ... -7149.81452 Eh

The geometry in XYZ format:
```
318
Properties=species:S:1:pos:R:3:forces:R:3
O 15.3477 -19.4493 12.5223 1.0939 -0.1662 0.9350
O 18.5475 -21.4480 4.4468 0.6819 0.8072 1.6480
O 22.1357 -8.5412 2.8644 -0.6107 -0.8651 1.9282
O 21.2421 -14.8931 13.6753 -1.0847 -0.1868 1.1246
O 15.0892 -16.1435 14.7601 -1.5951 -2.8716 0.6223
O 15.5765 -12.3025 5.0927 -3.4068 1.4304 0.5379
O 16.7740 -8.2899 6.0977 0.5254 -0.3151 0.7354
O 23.7234 -13.1376 2.6422 0.1418 0.6253 0.2556
O 15.2748 -25.2178 11.3192 0.7864 0.5387 -1.0470
O 22.6217 -12.6893 4.5121 -0.8208 -0.9247 1.0508
O 23.9895 -14.4856 4.4228 -1.6383 2.3391 -1.1093
O 23.4135 -18.2433 7.6873 -0.6530 -0.3473 -0.6173
O 15.5996 -18.0460 7.7484 0.9918 0.9295 -0.4671
O 13.1094 -17.1757 14.3998 -0.9392 1.6521 -2.1100
O 18.3014 -9.8529 10.1837 -0.9007 1.1121 -1.5346
O 11.7531 -10.7736 1.5712 3.8460 1.4282 -2.3635
O 13.4993 -11.1750 5.1000 2.9120 -5.0102 1.2694
O 17.3572 -15.8126 10.3265 0.7418 2.4383 0.6323
O 17.0356 -8.2339 3.9310 0.9934 -0.9646 -0.6899
O 22.6367 -11.6183 8.8185 2.9379 -0.8445 -1.7900
O 11.3738 -16.0656 10.8062 -0.4184 -0.6644 -1.0450
O 24.5888 -5.5979 5.9858 -0.0619 0.7706 -1.1354
O 16.7618 -21.1002 13.1402 -2.5312 0.8927 -0.4947
O 13.7822 -13.3906 5.9782 -0.4983 1.6858 -0.3887
O 20.1069 -17.0618 4.6660 1.1508 -0.3468 0.6106
O 19.3604 -20.1872 6.2380 -1.3343 -0.8970 0.1028
O 17.3340 -19.0176 13.5562 -0.2682 1.2495 0.1094
O 13.1583 -10.3277 -0.2873 0.1649 0.5882 0.8525
O 19.6833 -14.5258 15.3000 0.7031 -0.3580 -0.1043
O 15.3271 -22.8423 6.3562 0.5542 1.1037 -1.1966
O 18.3584 -15.8735 -0.6097 0.6563 -0.7423 -0.1399
O 22.2270 -6.5806 9.2747 1.3090 -5.3993 3.0325
O 19.6491 -16.3260 14.0775 -0.7753 -3.8563 -1.8912
O 21.4704 -5.2408 7.8695 -1.1532 3.2966 0.2756
O 14.4013 -18.0665 15.8047 3.7252 -0.7647 1.6565
O 20.6513 -20.7131 4.5611 -0.0664 -0.2408 -1.2598
O 20.9300 -9.9019 14.3975 -1.6576 -0.1102 0.5988
O 20.1672 -19.4274 10.1370 1.1090 0.5301 1.1992
O 19.1112 -12.5608 5.9423 -3.3718 1.6231 -0.6128
O 18.7745 -7.6110 5.2518 -2.6439 -2.1165 -0.4563
O 13.9449 -10.1400 1.7925 0.2193 -1.0079 -0.2701
O 9.7037 -12.1867 7.7911 -0.3631 -0.4069 -0.2618
O 21.6580 -4.6034 10.0634 -0.4439 -0.5339 -0.4910
N 17.6596 -8.8925 11.0007 0.7301 0.7958 1.2619
N 22.3347 -17.3841 10.1747 -0.1810 1.2364 0.7128
N 18.7162 -14.5337 -0.6388 -1.5820 1.7322 -0.7814
N 16.9936 -16.6799 5.3675 0.2485 0.1819 0.7443
N 11.9225 -13.4528 9.3177 0.2190 0.1756 -0.0786
N 16.1346 -22.8968 9.1198 0.2792 -0.6474 0.3401
N 20.4730 -10.6806 11.6695 1.5602 -0.8469 -1.1119
N 19.2679 -14.4522 8.6747 2.0720 -0.1416 0.0020
N 23.3240 -5.8289 3.2610 0.1346 -1.0871 -1.5126
C 17.6654 -17.0047 4.1231 0.5877 0.8027 -0.1299
C 16.2627 -24.1835 11.2693 1.1287 0.6663 0.6276
C 20.1252 -11.5421 12.7962 -0.8268 0.3543 -0.2334
C 22.9847 -6.4990 1.9299 0.2709 -0.1667 -0.0720
C 15.4851 -9.1738 9.7590 0.2965 -0.1760 -1.1455
C 9.1192 -11.7234 6.5853 0.4900 -0.1465 -0.6900
C 13.2534 -18.8086 15.9387 -2.0247 -0.4262 -0.7080
C 15.8731 -6.7722 11.7441 -0.0234 -0.4771 -0.2053
C 15.9604 -21.6495 8.4768 0.6731 0.8310 -1.2683
C 19.1973 -11.2178 5.4398 1.0683 -1.3300 -0.5044
C 22.2464 -11.6998 3.6321 0.0282 3.2757 -0.5790
C 16.2661 -9.2236 11.0721 -2.0939 -0.2432 1.3326
C 22.9843 -8.0314 1.9103 0.1410 0.7770 -0.4890
C 20.0872 -12.9870 6.7689 2.5775 -2.1046 0.2042
C 20.7575 -14.4534 -2.1445 -0.3545 -0.2471 -0.6618
C 18.9684 -13.9796 0.7025 1.9963 3.7588 0.1414
C 17.9731 -21.1724 13.7338 3.5199 -1.2149 1.0327
C 21.3666 -11.4814 10.7391 -0.7048 0.2176 1.3169
C 19.0960 -16.3910 4.0117 -1.7095 -0.1040 -1.6187
C 21.8256 -10.6848 15.1473 1.5889 -0.7353 -0.9003
C 19.2332 -13.9968 -1.9681 2.2657 0.3202 0.6441
C 16.3680 -19.8127 13.0512 -0.3869 0.1217 -0.8515
C 21.1308 -17.2994 10.9934 -1.0891 -1.5272 -1.3744
C 24.6725 -18.6805 7.2110 0.8209 0.5689 0.8508
C 17.5999 -17.4081 6.4683 -1.0106 -0.7391 1.3854
C 17.8514 -14.1554 1.7447 0.2457 -2.0464 -1.0448
C 18.4392 -14.4379 -3.2859 0.4450 -0.7973 2.1079
C 21.8827 -10.7333 9.5210 -2.2600 0.2979 0.6250
C 16.7940 -17.3097 7.7965 1.9326 0.6072 -1.5261
C 19.6077 -7.4184 11.4679 0.2958 -0.8106 -0.7602
C 18.6369 -16.5799 14.9736 -1.7394 0.2926 1.8759
C 19.8571 -14.4128 7.3168 -0.4316 1.0720 0.9947
C 16.0933 -21.7354 6.9549 -0.7928 -0.3951 -0.7444
C 23.4222 -16.8779 8.0810 0.5148 0.4027 -0.1173
C 19.1979 -20.2192 9.5718 -1.4265 0.0192 -0.2882
C 17.9913 -13.8627 8.8798 -1.4102 -1.2647 0.7836
C 17.3716 -14.3410 10.2652 0.2203 -0.3380 -1.5829
C 19.8553 -11.8260 -0.5694 0.5678 -0.9899 -1.8107
C 15.0964 -10.3385 0.8983 -0.0451 0.6025 1.8355
C 18.1608 -6.9534 9.4424 -1.0120 -0.7466 1.3859
C 15.2903 -26.0176 10.1532 -1.2460 0.1593 -1.4637
C 19.1020 -12.3793 0.5882 -0.5375 -0.6885 -0.0739
C 20.7626 -8.6516 2.4959 0.5384 -0.3280 -0.1377
C 16.0421 -13.5612 5.5026 0.2455 -1.3713 -0.6450
C 25.1785 -5.1943 4.7790 0.9809 -1.3729 -1.7887
C 11.5112 -12.0628 9.3456 0.5085 -0.2788 0.5474
C 15.0951 -22.6040 4.9106 -0.7528 0.5553 1.1789
C 18.1782 -7.4495 10.9032 0.0200 -0.2969 0.9899
C 17.6421 -8.1006 5.1006 2.5644 3.0621 0.9371
C 15.5716 -8.2402 12.0567 0.7307 0.8709 -0.1161
C 14.3068 -17.0812 14.9575 0.7827 3.0949 -0.8651
C 12.8406 -10.4345 1.0725 -2.7112 -1.0953 0.9928
C 15.7070 -8.6961 4.1470 -0.7239 0.4786 -2.6774
C 12.5438 -13.9469 10.5646 -0.5033 -0.1623 -1.0472
C 14.5048 -9.7634 -0.3415 0.6778 -0.5804 0.4774
C 20.2800 -15.2593 14.3195 3.1035 4.1855 -0.9610
C 24.7669 -4.5525 6.9159 -1.2567 -0.6035 0.9490
C 11.4095 -17.5210 10.7580 -0.2123 1.5680 0.4397
C 12.6390 -15.4424 10.5065 -1.3653 -0.9907 1.1542
C 14.8480 -14.3061 6.2245 2.4845 0.8792 -1.3510
C 19.4100 -20.8653 5.0622 0.1140 0.4500 -0.9939
C 19.7656 -10.6996 14.0102 0.4418 -0.2410 0.0169
C 22.2549 -16.5311 8.9843 0.3701 -1.8267 -0.0682
C 12.4603 -18.3702 14.6916 -0.2240 -1.2028 1.5413
C 20.5687 -19.4416 6.4685 -0.5227 -0.1691 0.8185
C 14.1874 -12.2091 5.3572 -0.1797 2.1832 -0.2538
C 21.7175 -5.4412 9.2069 -0.3663 3.7471 -1.6474
C 15.4781 -8.4635 5.5620 -1.7544 -0.3136 1.5725
C 21.3467 -16.4801 4.2752 -0.1443 0.6122 -0.4721
C 23.4605 -13.5015 3.8948 2.6421 -4.4101 1.6249
C 20.3260 -14.4866 1.2483 -0.6682 -1.3973 0.0615
C 22.2423 -7.3087 8.0678 1.1124 0.4839 -1.6303
C 15.9727 -22.8460 10.5802 -1.9379 -1.0738 -0.4594
C 23.5681 -11.0303 7.8998 0.2823 0.0090 -0.1318
C 15.0257 -18.0388 9.0052 -1.8200 -1.2750 0.6773
C 16.8416 -16.3192 11.5554 -0.5070 -1.0200 -1.4836
C 18.6908 -15.3508 15.8623 -1.4615 0.2892 1.2005
C 16.0772 -10.6399 11.7245 -0.0285 0.8528 -0.3587
C 19.8742 -18.0637 10.3263 1.0886 1.1712 0.2498
C 17.3513 -6.4847 11.8308 -0.5197 -0.3091 -0.3865
C 10.9851 -11.6094 8.0083 -0.4194 0.8548 0.8927
C 21.4830 -20.0758 5.4835 1.3401 0.2914 0.4156
C 18.4703 -19.7277 14.0609 -1.2322 -1.6012 -0.4317
C 23.2997 -11.7778 2.5878 -0.3619 0.4087 -1.9871
C 24.7499 -5.9850 3.5477 -0.2550 0.1116 0.2388
C 21.4002 -6.4170 7.1632 -0.0230 -1.8347 -0.0290
C 19.2288 -12.4520 -1.8876 -0.1184 0.6791 1.0664
H 15.3506 -8.1610 9.3793 0.4188 0.0929 -0.0562
H 16.7059 -16.2486 8.0296 -0.8273 0.1377 0.0349
H 15.1400 -8.0329 3.4938 -0.4936 -0.2616 0.1225
H 16.0304 -9.7702 9.0275 0.1375 0.1774 -0.2939
H 8.2938 -12.3290 6.2113 0.0479 -0.4698 0.6592
H 12.7212 -18.4482 16.8191 0.1300 -0.4199 0.2766
H 24.6698 -19.5766 6.5904 -0.6741 0.1428 -0.0202
H 22.2467 -11.4124 14.4534 0.0197 -0.6152 0.1585
H 15.8849 -9.7621 1.3822 0.1112 0.2114 -0.4301
H 24.4216 -3.5983 6.5179 0.1030 0.0691 -0.0502
H 20.3188 -7.7222 2.1391 0.1379 0.1232 -0.0050
H 21.4954 -11.2256 16.0342 -0.8436 0.2209 -0.0270
H 19.0384 -10.2132 10.6822 0.8646 -0.0809 1.0753
H 22.3295 -9.7734 9.7796 0.5476 -0.0276 0.1622
H 14.9832 -21.2135 8.6846 -0.1257 0.4624 0.3338
H 23.4619 -16.2094 7.2209 -0.3065 -0.0300 -0.4657
H 21.2960 -15.4012 4.4216 0.1297 0.2612 0.5747
H 15.5407 -25.4946 9.2302 1.0039 0.4415 0.2565
H 19.2776 -15.0473 6.6463 -0.1088 0.2040 -0.5699
H 10.9809 -13.7876 9.1714 0.2048 -1.7807 0.1900
H 25.3043 -18.8907 8.0740 0.1387 -0.2824 0.2355
H 18.9928 -17.8109 10.9157 -0.2505 -0.6705 0.4726
H 20.8805 -12.2776 13.0731 0.2701 -0.0150 -0.1743
H 22.3572 -10.7252 4.1074 -0.1949 -0.0537 0.3307
H 17.4574 -16.1952 12.4462 0.0650 0.4012 -0.1728
H 17.3699 -14.4453 -3.0746 -0.0601 0.1979 -0.1362
H 18.6230 -17.0969 6.6793 -0.0273 0.0960 -0.1840
H 18.8780 -10.0989 13.8117 0.4663 0.7175 -0.2059
H 16.7948 -20.9964 8.7325 -0.3588 0.5218 0.3578
H 17.6432 -16.6610 14.5331 0.3063 -0.2441 -0.4104
H 20.8434 -15.5380 -2.0774 -0.2236 -0.1011 -0.0562
H 22.7183 -8.4863 0.9561 -0.2018 0.5214 -0.6649
H 14.4830 -8.2818 12.0952 -0.0217 -0.8432 -0.2017
H 20.4523 -12.3486 7.5735 -0.6080 0.4762 0.2658
H 24.0940 -11.0559 2.7776 0.3445 -0.3616 -0.1828
H 14.9408 -9.3171 5.9753 0.4429 -0.0662 0.4211
H 20.1847 -8.9970 3.3532 0.2291 0.1502 0.1010
H 16.8946 -13.8081 1.3548 0.0089 0.1465 0.1662
H 14.5759 -8.6917 -0.1554 -0.8424 0.2172 -0.6026
H 17.9101 -13.8197 11.0566 0.4248 -0.6018 0.3884
H 17.3656 -14.2235 8.0635 -0.8520 0.2259 -0.1064
H 18.5603 -7.7965 8.8788 0.4800 0.5948 -0.5347
H 18.1864 -12.1338 -1.8682 -0.3051 0.0135 -0.0221
H 19.5688 -11.9429 1.4713 -0.2854 -0.4538 0.5640
H 18.3158 -10.9864 4.8419 -0.3203 -0.0486 0.5545
H 10.5010 -17.8608 11.2552 0.2765 0.0707 0.5764
H 12.0619 -13.5463 11.4565 -0.1895 -0.2873 0.3107
H 16.4822 -10.6766 12.7358 0.2943 0.1527 -0.0240
H 15.4944 -9.7215 3.8446 0.6306 -0.1014 -0.0616
H 18.0523 -13.8372 2.7677 0.2771 0.6484 -0.3245
H 15.4046 -23.3913 8.6272 -0.0913 -1.2089 0.6800
H 17.7405 -14.8189 15.9070 0.0388 0.1114 -0.2695
H 15.8712 -22.8734 4.1942 0.4100 -0.2992 0.6105
H 16.4552 -23.9494 12.3163 0.0334 -0.0231 0.1227
H 23.2736 -7.2070 7.7299 0.1964 -0.3891 -0.1262
H 24.9407 -7.0423 3.7319 0.5849 -0.2452 -0.1701
H 15.4507 -11.3693 0.8940 -0.5700 -0.2469 -0.1826
H 12.3263 -11.4625 9.7500 0.0353 0.4149 -0.4021
H 21.4857 -16.5376 3.1956 0.0122 -0.5470 -0.2603
H 17.4663 -5.4506 11.5060 0.5342 0.0173 -0.2617
H 18.2454 -20.2279 10.1017 -0.0316 -0.2973 1.2028
H 19.7650 -7.8881 12.4388 -0.6600 0.2953 0.3313
H 16.0519 -17.0432 5.4040 -0.3890 0.0809 -0.7006
H 17.4053 -15.9032 -0.7211 -0.2073 0.0812 -0.0349
H 18.8276 -17.4329 15.6249 0.2192 -0.3429 -0.5634
H 22.2391 -16.8708 4.7642 -0.4666 -0.2543 0.3202
H 15.0000 -10.7613 11.8390 -0.0604 -0.3841 -0.1777
H 18.8929 -15.6493 16.8910 0.5443 0.3123 0.0563
H 17.9938 -12.7732 8.8484 0.1850 0.1014 0.0993
H 17.1294 -21.7346 6.6163 0.0547 -0.4617 0.0804
H 20.0014 -11.2754 4.7062 0.2672 0.5357 -0.0292
H 9.8786 -11.7684 5.8047 0.0703 0.1740 -0.2403
H 18.5967 -21.7532 13.0542 0.4794 0.2479 0.0467
H 20.9759 -19.6285 7.4622 -0.5096 0.1142 0.1923
H 25.0750 -4.1585 4.4559 -0.2666 0.3771 0.8709
H 23.9675 -11.7540 7.1892 -0.3342 -0.5042 0.3549
H 14.1487 -23.0505 4.6055 0.1626 -0.6926 0.3736
H 12.5161 -19.1094 13.8926 0.0286 0.3369 -0.2381
H 21.8906 -6.3579 6.1915 -0.3375 0.3747 -0.0349
H 23.2016 -10.2255 7.2625 -0.9145 0.1065 0.0743
H 16.9862 -13.3947 6.0213 -0.2854 -0.3318 0.2809
H 16.5148 -22.0142 11.0299 0.4677 -0.3196 -0.2861
H 15.6598 -20.8061 6.5852 -0.0077 0.2071 -0.1561
H 17.0965 -16.5798 3.2961 -0.0419 0.2548 0.0327
H 16.5252 -11.4388 11.1337 -0.1592 0.0245 -0.0833
H 17.5732 -18.4719 6.2322 0.5475 -0.3509 -0.0691
H 18.7362 -15.4680 -3.4827 -0.1393 -0.0765 -0.1086
H 13.2659 -15.8038 11.3217 0.7814 0.0398 -0.1643
H 18.5935 -5.9539 9.3986 0.4206 -0.2805 -0.4958
H 23.0335 -6.4538 3.9994 -1.5623 0.0248 -0.0100
H 15.5769 -6.5225 10.7253 -0.4241 -0.0345 -0.0517
H 11.4428 -18.2280 15.0558 -0.1306 0.3661 -0.7834
H 13.6027 -13.6991 10.6389 0.0865 0.8315 -0.3699
H 23.7274 -6.3147 1.1537 0.3948 0.8640 0.2340
H 22.8469 -11.6443 1.6054 0.3988 0.3401 -0.1045
H 20.7223 -9.4148 1.7186 -0.3679 -0.0652 -0.3624
H 14.7422 -15.2678 5.7226 -0.7185 0.2837 -0.0555
H 16.7654 -17.3750 11.2955 0.1284 -0.2454 0.6424
H 20.9631 -13.1416 6.1388 0.5863 0.2106 -0.0496
H 19.4469 -11.3418 14.8312 0.3031 -0.2012 0.2047
H 22.7299 -10.1566 15.4496 -0.4003 0.8224 -0.0206
H 19.4593 -10.4690 6.1873 -0.3521 -0.0146 0.1888
H 18.7672 -19.8120 8.6570 0.8071 -0.0812 -0.9148
H 17.4832 -17.6448 8.5716 -0.1986 -0.5530 0.3215
H 24.0216 -8.3472 2.0213 0.0009 -0.4076 0.8355
H 24.3698 -16.6803 8.5821 0.0471 0.0148 0.5367
H 15.7978 -16.0301 11.6780 0.0195 0.5189 0.4522
H 19.4004 -19.4022 13.5950 -0.2652 0.0181 -0.1966
H 17.8147 -15.2412 1.8326 -0.6473 -0.1880 0.1375
H 15.6265 -18.5326 9.7690 0.4278 0.1227 0.0559
H 15.1504 -14.5444 7.2442 -0.9221 0.6649 0.4308
H 14.1432 -18.6692 8.8962 -0.2074 -0.0647 0.1777
H 18.5349 -19.6781 15.1479 -0.0494 0.5977 -0.1086
H 19.2703 -12.0789 12.3851 -0.3466 -0.4525 0.7018
H 19.3010 -16.3895 2.9412 0.1422 -0.5191 -0.4149
H 14.6458 -17.0904 9.3850 0.4793 0.4200 -0.2235
H 19.6191 -12.0288 -2.8132 0.3800 -0.1346 0.0738
H 10.8020 -10.5516 8.1970 0.2679 0.5470 -0.6672
H 14.4678 -9.5632 9.7176 -0.0541 -0.3331 0.8174
H 20.9856 -9.8841 12.0200 0.2811 0.1631 0.0591
H 12.9948 -15.7386 9.5198 0.1341 -0.0606 -0.0350
H 25.2174 -17.8810 6.7090 -0.2267 0.0996 -0.5125
H 17.6788 -18.0702 3.8938 0.3767 -0.3995 0.2342
H 16.2347 -14.0915 4.5699 0.3875 -0.2624 0.1339
H 18.0933 -11.9765 0.4972 -0.2732 0.0181 0.2597
H 15.1070 -10.0348 -1.2085 -0.7985 -0.1309 -0.3434
H 13.3930 -19.8893 15.9144 0.4713 0.1974 0.4295
H 21.1655 -14.1630 -3.1126 -0.4671 -0.0869 -0.5003
H 19.8852 -10.7367 -0.5426 -0.7021 0.1709 -0.3310
H 22.2696 -15.4600 9.1856 0.0557 -0.0496 0.4149
H 20.2301 -8.0526 10.8367 0.2718 0.2434 -0.4296
H 11.3054 -17.9992 9.7840 0.5822 0.5097 -0.5202
H 14.8656 -21.5517 4.7429 0.3718 0.3569 0.2138
H 22.0613 -6.1310 1.4827 -0.2096 0.2466 0.5754
H 22.1694 -11.9540 11.3052 0.6774 0.5099 0.1323
H 19.1292 -15.3132 4.1711 -0.3339 0.2946 0.9402
H 16.3430 -13.9909 10.3506 -0.2492 0.0343 -0.1934
H 20.1825 -15.5634 1.1593 0.6563 -0.3385 -0.2762
H 15.8435 -26.9566 10.1727 0.2518 0.1325 0.5715
H 20.8651 -14.8208 7.3909 -0.1128 -0.2441 0.1093
H 24.0620 -4.8690 7.6847 0.3432 0.5864 0.5641
H 25.3347 -5.6152 2.7055 0.2077 -0.1057 0.0264
H 15.9682 -8.4434 13.0514 -0.0913 -0.0544 0.2315
H 10.6740 -11.9930 10.0400 -0.2029 0.5357 0.3542
H 21.2147 -14.1824 0.6953 -0.2610 0.0683 -0.1590
H 21.9895 -8.3690 8.0609 -0.3698 0.2949 0.8487
H 21.2630 -11.6422 3.1655 -0.3768 -1.2456 0.4994
H 17.9505 -21.7319 14.6690 -0.3728 -0.1551 -0.0018
H 21.3103 -16.7775 8.4994 -0.1732 0.3165 -0.6797
H 12.3411 -17.7800 11.2612 -0.1093 -0.7513 0.0684
H 21.5634 -14.0753 -1.5155 -0.6999 0.3808 0.7994
H 14.2728 -26.2333 9.8272 -0.4463 -0.5025 0.8378
H 20.3179 -18.3889 6.3385 0.3438 -0.1995 -0.1819
H 17.2114 -24.4687 10.8146 0.0782 -0.9071 0.0708
H 19.5973 -21.2303 9.4930 -0.2060 0.1061 -0.3273
H 25.7808 -4.4758 7.3085 0.1404 -0.0584 -0.1078
H 17.1019 -6.8862 9.1926 0.0428 0.2181 -0.4126
H 18.6605 -13.8661 -4.1871 0.1590 0.3409 0.4228
H 22.1485 -19.3108 5.0835 -0.0677 -0.3409 -0.6471
H 24.4400 -10.5720 8.3667 0.0170 -0.1364 0.6679
H 20.9230 -12.0214 -0.4693 0.2125 -0.6216 -0.2205
H 19.2548 -15.4302 8.9265 -0.2290 -0.0675 0.4019
H 11.6788 -11.7882 7.1868 -0.0423 -0.0018 -0.0998
H 14.8250 -7.6110 5.7489 0.4508 0.3822 0.1874
H 17.6370 -6.4736 12.8826 0.4439 -0.5134 -0.0105
H 8.7234 -10.7081 6.6117 0.2202 0.3096 0.4727
H 21.0418 -10.5301 8.8579 -0.6377 0.7263 0.1600
H 21.3464 -17.7696 11.9528 -0.2038 0.1356 0.1288
H 22.5074 -18.3514 9.9410 0.0222 0.0146 -0.3429
H 26.2320 -5.4699 4.8262 0.5542 0.5812 0.2347
H 22.0762 -20.8563 5.9599 0.2325 0.0759 0.0674
H 19.6259 -17.6441 9.3514 0.1721 0.2794 -0.3750
H 20.0080 -6.4046 11.4720 -0.0052 -0.0032 -0.0247
H 15.2848 -6.1517 12.4202 0.0931 0.2006 0.0015
H 20.3663 -6.7555 7.0946 -0.0371 0.0089 -0.2890
H 20.8148 -16.2651 11.1293 0.1937 0.0399 0.1610
H 20.8222 -12.3904 10.4833 -0.4790 0.1800 -0.6843
H 20.5273 -14.3923 2.3154 -0.3096 0.7047 0.1331
H 14.9386 -22.6737 10.8788 -0.5641 0.5732 -0.1651
```
Positions in Å, forces in eV/Å.

These are the Mulliken partial charges, in e, on atoms 1 to 2: O -0.43; O -0.58